The following is a DFT calculation (ωB97M-V/def2-TZVPD) of a structure of composition CH4FIP2 in a non-equilibrium geometry.

Geometry as XYZ:
```
9
Properties=species:S:1:pos:R:3:mulliken_charge:R:1
I -0.044 -1.714 -2.600 0.017
P 0.456 1.278 1.633 -0.100
P 0.030 0.922 -0.497 0.051
F -1.542 -1.504 -0.121 -0.182
C -0.278 -1.387 -0.464 -0.403
H 0.482 2.632 1.367 0.063
H -0.906 1.082 1.585 0.082
H 1.354 0.647 -1.028 0.071
H 0.447 -1.956 0.126 0.401
```

Calculated values
spin multiplicity = 1
total energy = -30494.958 eV
E_LUMO = 0.0 eV
HOMO-LUMO gap = 8.99 eV
molar mass = 223.89 g mol⁻¹
E_HOMO = -8.993 eV
relative energy (zero: lowest compared OMol25 entry of this formula, charge and spin) = 83.62 kcal per mole

---

The following is a DFT calculation (ωB97M-V/def2-TZVPD) of a structure of composition C31H36ClN2OOsPSe in a non-equilibrium geometry.

Geometry as XYZ:
```
74
Properties=species:S:1:pos:R:3:mulliken_charge:R:1
Os 0.548 -0.102 -0.998 2.232
Se 1.743 1.882 -1.293 0.149
Cl -2.741 -2.125 -7.185 -0.157
P -1.091 0.422 0.743 -0.371
O -0.488 0.611 -2.554 -0.613
N 1.696 -1.233 0.354 -0.003
N -0.163 -1.928 -1.384 -0.252
C 5.389 3.255 0.122 -0.631
C -1.611 -2.109 -4.759 -1.302
C 1.090 -4.682 1.556 -0.716
C 1.692 -3.405 1.449 0.983
C -0.641 -2.314 -2.560 -0.003
C 5.029 4.084 1.176 -0.533
C -0.409 -4.132 -0.255 0.091
C 3.700 4.180 1.565 -0.771
C 1.201 -2.508 0.492 0.924
C -1.264 1.057 3.512 -1.697
C -1.090 3.190 0.539 -1.228
C 3.303 -1.729 2.053 -1.033
C -1.036 -0.056 -3.531 0.285
C -3.330 -0.961 1.880 -1.751
C -1.582 0.679 -4.604 -0.666
C 1.009 1.198 2.481 -1.130
C -1.088 -1.484 -3.588 0.654
C 2.778 -2.973 2.250 -0.735
C -2.040 1.990 0.557 0.470
C -0.345 0.465 2.436 0.631
C 0.051 -5.024 0.739 -1.323
C 4.422 2.545 -0.574 -0.515
C 0.178 -2.906 -0.396 -0.817
C -2.111 -1.369 -5.778 0.009
C -2.904 2.005 -0.708 -1.661
C -2.108 0.048 -5.693 -0.557
C 2.721 3.472 0.882 0.115
C -2.271 -0.998 0.774 1.331
C 2.728 -0.878 1.094 -0.192
C 3.092 2.661 -0.186 0.174
C -2.955 -1.235 -0.588 -1.722
H -2.297 1.823 -1.595 0.285
H -2.902 -1.133 2.864 0.436
H -0.417 3.125 -0.314 0.022
H -1.668 4.108 0.436 0.602
H 3.191 -3.643 2.995 0.489
H 5.782 4.667 1.689 0.418
H 3.122 0.118 0.939 0.498
H -4.041 -1.768 1.695 0.509
H -1.400 2.129 3.368 0.366
H -0.174 -0.598 2.643 0.552
H 1.681 3.570 1.159 0.370
H -3.056 -2.307 -0.770 0.420
H 1.463 1.296 1.501 -0.479
H 0.885 2.200 2.890 0.564
H -2.243 0.592 3.557 0.349
H -0.708 -3.383 -2.747 0.548
H -1.600 -3.190 -4.836 0.482
H 1.706 0.671 3.133 0.397
H -2.671 2.037 1.448 1.005
H -2.417 -0.798 -1.423 0.292
H -2.511 0.626 -6.514 0.456
H -3.959 -0.816 -0.585 0.590
H 4.703 1.920 -1.413 0.435
H -0.498 3.266 1.452 0.212
H -1.546 1.758 -4.544 0.534
H -3.888 -0.024 1.887 0.333
H -0.418 -5.993 0.835 0.442
H -0.786 0.913 4.482 0.462
H 3.419 4.818 2.392 0.440
H 4.150 -1.380 2.628 0.486
H -3.707 1.274 -0.671 0.290
H -3.360 2.990 -0.810 0.510
H -1.594 -1.833 0.979 -0.372
H -1.235 -4.425 -0.891 0.509
H 6.427 3.172 -0.174 0.413
H 1.467 -5.378 2.295 0.465
```

Calculated values
spin multiplicity = 1
total energy = -127371.019 eV
net charge = +2
E_LUMO (spin up / spin down) = -8.3 / -8.1 eV
HOMO-LUMO gap (spin up / spin down) = 5.48 / 5.63 eV
molar mass = 788.26 g mol⁻¹
E_HOMO (spin up / spin down) = -13.747 / -13.732 eV

---

The following is a DFT calculation (ωB97M-V/def2-TZVPD) of a cluster of 2 separate species, C10H12O2 in total in a non-equilibrium geometry.

Geometry as XYZ:
```
24
Properties=species:S:1:pos:R:3:mulliken_charge:R:1
O 3.917 0.391 -0.643 -0.365
O 1.002 -2.529 0.558 -0.641
C -1.224 -1.542 0.301 -0.718
C -0.295 0.689 0.319 0.752
C 0.607 -0.271 -0.386 0.496
C 3.276 -0.513 -0.220 0.335
C 0.137 -0.177 -1.760 -0.974
C -1.569 -0.042 -0.259 0.216
C -0.026 2.084 -0.171 -1.571
C 0.239 -1.623 0.159 0.332
C -1.203 -0.141 -1.693 -0.712
C -0.244 0.594 1.934 -1.702
H -0.837 2.702 0.199 0.444
H 0.570 1.269 2.245 0.410
H 3.318 -1.602 0.052 0.265
H -1.195 0.837 2.350 0.388
H -1.919 -0.211 -2.495 0.447
H -1.839 -2.295 -0.323 0.393
H 0.834 -0.215 -2.585 0.457
H -1.637 -1.625 1.334 0.278
H -0.091 -0.439 2.222 0.398
H -2.586 0.429 0.111 0.361
H 1.003 2.408 0.029 0.420
H -0.239 1.823 -1.280 0.291
```

Calculated values
spin multiplicity = 1
total energy = -14653.398 eV
E_LUMO (spin up / spin down) = 0.1 / 0.5 eV
HOMO-LUMO gap (spin up / spin down) = 7.80 / 8.63 eV
molar mass = 164.20 g mol⁻¹
E_HOMO (spin up / spin down) = -7.738 / -8.084 eV
relative energy (zero: lowest compared OMol25 entry of this formula, charge and spin) = 136.37 kcal per mole

---

The following is a DFT calculation (ωB97M-V/def2-TZVPD) of an isolated molecule of CH3IO2S in a non-equilibrium geometry.

Geometry as XYZ:
```
8
Properties=species:S:1:pos:R:3:mulliken_charge:R:1
I 1.914 1.734 -2.790 0.055
S 2.039 0.626 -0.730 0.023
O 0.578 0.760 -0.097 -0.158
O -0.262 -0.356 -0.403 -0.185
C -0.913 -0.673 0.804 -0.424
H -1.215 0.347 1.097 0.227
H -1.698 -1.260 0.415 0.243
H -0.443 -1.178 1.704 0.219
```

Calculated values
spin multiplicity = 1
total energy = -24112.699 eV
SMILES = COOSI
E_LUMO = -0.3 eV
HOMO-LUMO gap = 8.57 eV
molar mass = 206.00 g mol⁻¹
E_HOMO = -8.896 eV
relative energy (zero: lowest compared OMol25 entry of this formula, charge and spin) = 65.10 kcal per mole

---

> Which value of spin multiplicity does entry 4 give?

1